Record 1
Molecular formula: C11H10ClMnNS
Method: DFT, the ωB97M-V functional and the def2-TZVPD basis

```
25
C11H10ClMnNS, DFT the ωB97M-V functional and the def2-TZVPD basis
C -2.684 -1.024 -0.105
C -1.895 -1.218 -1.318
C -1.510 0.051 -1.814
H -1.717 -2.123 -1.840
C -1.880 1.025 -0.860
C -2.695 0.405 0.187
H -2.950 0.876 1.101
H -3.006 -1.810 0.535
H -1.017 0.238 -2.743
H -1.693 2.069 -0.990
Mn -0.870 -0.381 0.441
Cl 0.026 -2.527 0.878
C 2.984 0.291 0.277
C 2.449 1.489 -0.257
C 1.666 1.138 -1.405
H 2.491 2.475 0.173
C 1.725 -0.279 -1.583
C 2.511 -0.796 -0.516
H 2.670 -1.845 -0.333
H 3.549 0.185 1.205
H 1.009 1.801 -1.965
H 1.105 -0.866 -2.245
S -0.139 1.103 1.817
C -0.096 0.152 3.213
N -0.035 -0.430 4.231
```

Calculated values
- HOMO-LUMO gap (alpha / beta) (eV) = 4.5 / 5.1
- <S²> = 6.12
- multiplicity = 5
- charge = -1

=====

Record 2
Molecular formula: C11H10ClNNiS
Method: DFT, the ωB97M-V functional and the def2-TZVPD basis

```
25
C11H10ClNNiS, DFT the ωB97M-V functional and the def2-TZVPD basis
C -2.247 -0.946 0.096
C -1.622 -1.132 -1.182
C -1.374 0.167 -1.748
H -1.356 -2.083 -1.620
C -1.840 1.154 -0.811
C -2.383 0.466 0.323
H -2.764 0.922 1.220
H -2.516 -1.719 0.790
H -0.942 0.366 -2.715
H -1.766 2.227 -0.923
Ni -0.023 0.006 0.077
Cl 0.163 -2.008 1.699
C 2.335 0.114 0.459
C 1.967 1.363 -0.156
C 1.469 1.077 -1.474
H 1.979 2.328 0.324
C 1.561 -0.340 -1.689
C 2.111 -0.936 -0.499
H 2.255 -1.989 -0.326
H 2.684 -0.014 1.465
H 1.070 1.804 -2.162
H 1.245 -0.879 -2.565
S -0.006 0.052 2.265
C 0.000 -0.001 4.007
N 0.000 -0.002 5.146
```

Calculated values
- HOMO-LUMO gap (alpha / beta) (eV) = 4.7 / 5.2
- <S²> = 2.01
- multiplicity = 3
- charge = -2

=====

Record 3
Molecular formula: C11H10F12N2O9PS2Ti
Method: DFT, the ωB97M-V functional and the def2-TZVPD basis

```
48
C11H10F12N2O9PS2Ti, DFT the ωB97M-V functional and the def2-TZVPD basis
Ti -1.474 -0.952 0.353
C 0.379 -3.473 2.122
F 1.391 -3.745 1.320
F -0.727 -3.195 1.386
F 0.202 -4.492 3.023
S 0.692 -1.838 3.102
O 0.330 -2.108 4.456
O 2.103 -1.502 3.018
N -0.197 -0.655 2.160
S -0.564 0.330 3.264
O -1.604 -0.165 4.127
O 0.640 0.796 3.971
C -1.252 1.755 2.146
F -2.058 2.582 2.920
F -0.293 2.377 1.611
F -2.076 1.129 1.310
C 0.681 1.285 -4.409
C 0.015 2.340 -3.913
C -0.817 2.160 -2.625
O -1.544 3.182 -2.160
C -0.876 0.999 -1.877
C -0.038 -0.120 -2.279
C 0.649 0.001 -3.702
O 1.043 -0.989 -4.286
O 0.261 -1.025 -1.520
O 0.203 3.414 -4.682
H 1.297 1.424 -5.286
H -1.496 0.973 -0.993
C 2.413 2.564 -0.360
C 2.423 1.573 0.804
O 2.571 1.777 1.977
N 2.030 0.085 0.493
H 1.633 -0.171 1.386
H 1.318 -0.062 -0.208
C 3.345 -0.686 0.322
H 1.397 2.489 -0.749
H 3.187 2.287 -1.075
H 2.508 3.569 0.051
H 4.131 -0.577 1.069
H 3.895 -0.389 -0.571
H 3.108 -1.750 0.298
P -4.124 -1.597 -0.876
F -4.849 -3.015 -0.749
F -2.822 -2.226 -1.579
F -4.763 -1.347 -2.362
F -3.440 -0.153 -0.817
F -5.355 -0.832 -0.183
F -3.474 -2.027 0.571
```

Calculated values
- HOMO-LUMO gap (alpha / beta) (eV) = 4.3 / 5.3
- <S²> = 3.75
- multiplicity = 4
- charge = -2

=====

Record 4
Molecular formula: C11H10MoN2OS5SbSe4
Method: DFT, the ωB97M-V functional and the def2-TZVPD basis

```
35
C11H10MoN2OS5SbSe4, DFT the ωB97M-V functional and the def2-TZVPD basis
Mo 0.688 -0.434 -0.045
S 6.831 -4.390 0.619
C 5.445 -3.503 0.455
S 4.659 -3.212 -1.045
C 3.318 -2.285 -0.446
C 3.311 -2.078 0.882
S 2.010 -1.198 1.665
S 4.633 -2.762 1.774
S 2.028 -1.684 -1.484
C -2.126 2.042 2.271
C -1.778 1.056 1.204
O -0.932 0.161 1.435
N -2.387 1.193 0.031
C -2.204 0.311 -1.095
C -2.208 -1.129 -0.670
C -3.388 -1.822 -0.486
C -3.344 -3.130 -0.027
C -2.120 -3.716 0.205
C -0.973 -2.966 -0.013
N -1.030 -1.704 -0.424
H -1.818 3.035 1.933
H -1.596 1.770 3.180
H -3.199 2.065 2.448
H -2.779 2.132 -0.167
H -1.280 0.553 -1.648
H -3.043 0.472 -1.773
H -4.326 -1.320 -0.678
H -4.260 -3.676 0.156
H -2.026 -4.734 0.553
H 0.019 -3.371 0.157
Se 0.957 4.311 -3.523
Sb 0.143 4.332 -1.319
Se 1.064 1.776 -0.616
Se -2.216 4.432 -0.828
Se 1.571 5.441 0.307
```

Calculated values
- HOMO-LUMO gap (eV) = 5.2
- charge = -1

=====

Record 5
Molecular formula: C11H10N2O
Method: DFT, the ωB97M-V functional and the def2-TZVPD basis

```
24
C11H10N2O, DFT the ωB97M-V functional and the def2-TZVPD basis
C 2.096 1.619 -1.138
C -0.372 0.599 3.612
C -1.097 1.060 2.521
C 0.666 -0.334 3.436
C -0.740 0.662 1.206
C 0.884 -0.814 2.133
C 0.187 -0.265 1.014
C 0.526 -1.732 -2.230
C -0.200 -0.656 -2.439
C 0.362 -0.700 -0.365
C -0.929 -0.109 -3.606
N 1.920 2.217 -0.128
N 0.905 -1.747 -0.859
O -0.304 0.075 -1.269
H -0.648 0.934 4.616
H -1.983 1.715 2.726
H 1.386 -0.597 4.207
H -1.076 1.278 0.385
H 1.469 -1.688 1.995
H 0.771 -2.487 -2.927
H 1.692 2.802 0.574
H -2.071 -0.350 -3.716
H -0.451 -0.399 -4.618
H -0.824 1.042 -3.407
```

Calculated values
- HOMO-LUMO gap (eV) = 9.3
- charge = 0

=====

Record 6
Molecular formula: C11H10NO3
Method: DFT, the ωB97M-V functional and the def2-TZVPD basis

```
25
C11H10NO3, DFT the ωB97M-V functional and the def2-TZVPD basis
N 4.117 -2.624 0.075
C 3.273 -1.842 -0.045
C 2.204 -0.868 -0.169
C 2.171 -0.309 -1.365
C 0.974 0.414 -1.720
C 0.425 1.282 -0.814
C 0.966 1.870 0.461
O 1.991 2.519 0.416
O 0.287 1.648 1.526
C -1.058 1.190 -0.657
C -1.183 -0.158 0.061
C -2.693 -0.038 0.607
O -3.566 -1.049 0.209
C -0.075 -0.558 1.050
C 1.223 -0.871 0.951
H 2.952 -0.484 -2.058
H 0.396 0.227 -2.601
H -1.591 1.363 -1.575
H -1.353 2.007 -0.028
H -1.260 -0.854 -0.788
H -3.277 0.820 0.266
H -2.679 0.027 1.693
H -3.450 -1.896 0.709
H -0.535 -0.602 1.948
H 1.742 -1.214 1.846
```

Calculated values
- HOMO-LUMO gap (eV) = 7.3
- SMILES = N#CC1=C/C=C(\C(=O)[O-])C[C@H](CO)/C=C\1
- charge = -1

=====

Record 7
Molecular formula: C11H10O2
Method: DFT, the ωB97M-V functional and the def2-TZVPD basis

```
23
C11H10O2, DFT the ωB97M-V functional and the def2-TZVPD basis
C -3.144 -1.149 -0.466
C -3.283 0.117 0.089
C -1.923 -1.794 -0.422
C -2.209 0.751 0.697
C -0.848 -1.161 0.188
C -0.982 0.109 0.764
C 0.516 -1.706 0.217
C 3.096 0.404 -1.164
C 1.867 0.129 -0.753
C 0.242 0.633 1.388
C 1.524 -0.593 0.490
O 0.839 -2.854 0.030
O 2.525 -0.934 1.354
H -3.990 -1.627 -0.936
H -4.245 0.607 0.052
H -1.771 -2.766 -0.866
H -2.334 1.731 1.134
H 3.272 0.898 -2.103
H 3.986 0.153 -0.608
H 1.016 0.414 -1.356
H 0.512 1.657 1.165
H 0.390 0.374 2.428
H 3.381 -0.844 0.917
```

Calculated values
- HOMO-LUMO gap (eV) = 9.0
- charge = 0

=====

Record 8
Molecular formula: C11H10O2
Method: DFT, the ωB97M-V functional and the def2-TZVPD basis

```
23
C11H10O2, DFT the ωB97M-V functional and the def2-TZVPD basis
C 0.719 1.603 2.829
C -0.365 0.547 2.707
C -0.517 -0.053 1.368
C -1.222 -1.178 1.146
C -1.356 -1.719 -0.168
O -2.118 -2.579 -0.544
C -0.424 -1.054 -1.173
C -0.141 -1.492 -2.418
C 0.517 -0.744 -3.338
C 1.034 0.538 -2.973
C 0.918 0.880 -1.662
C 0.240 0.099 -0.815
O 0.286 0.612 0.470
H 1.488 1.240 3.440
H 0.248 2.533 3.223
H 1.063 1.980 1.904
H -1.366 0.938 2.912
H -0.092 -0.169 3.505
H -1.786 -1.538 1.954
H -0.732 -2.361 -2.773
H 0.606 -1.074 -4.344
H 1.580 1.184 -3.737
H 1.421 1.808 -1.515
```

Calculated values
- HOMO-LUMO gap (eV) = 9.6
- SMILES = CCc1cc(=O)c2ccccc2o1
- charge = 0

=====

Sequential max |F| output: 5.74, 6.03, 6.77, 2.13, 5.84, 3.31, 3.66, 3.64 eV Å⁻¹